Formula: C30H58BCl2F5N13O28
Source: the Open Molecules 2025 dataset
Level of theory: ωB97M-V with the def2-TZVPD basis set

```
137
Properties=species:S:1:pos:R:3:mulliken_charge:R:1
C -0.834 4.954 3.535 -1.44
C -0.143 4.763 2.155 -0.01
B -0.815 3.644 1.284 0.57
O -1.478 3.945 0.131 -0.54
C -0.737 2.079 1.699 0.05
C 0.482 1.918 2.598 -1.70
N 1.004 0.502 2.695 0.48
C 0.080 -0.469 2.043 -1.92
C 0.545 -1.947 2.177 -0.14
Cl 2.160 -2.091 2.966 -0.12
C -0.395 -2.774 3.089 0.03
C -0.472 -2.264 4.541 -1.22
Cl -1.990 -3.029 2.376 -0.03
C -0.341 -0.030 0.619 0.38
O -1.454 -0.834 0.319 0.54
C -2.560 -0.158 -0.276 -0.15
O -2.621 0.084 -1.456 -0.51
C -3.681 0.141 0.665 0.07
C -4.065 1.409 0.977 -0.01
C -5.114 1.587 1.826 -1.28
C -5.776 0.530 2.343 -0.19
C -5.414 -0.748 2.013 -0.80
C -4.348 -0.923 1.182 -0.23
C 0.695 -0.318 -0.537 0.49
F 0.656 -1.592 -0.937 -0.17
F 0.280 0.398 -1.594 -0.31
C 2.153 0.169 -0.306 0.10
F 2.165 1.416 0.146 -0.14
F 2.772 0.202 -1.501 -0.18
F 2.862 -0.638 0.476 -0.21
O -0.687 1.311 0.496 -0.59
H -1.900 5.088 3.383 0.38
H -0.629 4.122 4.203 0.33
H -0.417 5.840 3.998 0.45
H -0.228 5.707 1.617 0.49
H 0.932 4.606 2.303 0.10
H -0.822 4.294 -0.499 0.30
H -1.636 1.883 2.298 0.38
H 1.294 2.527 2.216 0.48
H 0.308 2.286 3.602 0.61
H 1.094 0.287 3.685 0.63
H 1.947 0.486 2.297 0.37
H -0.826 -0.418 2.646 1.34
H 0.594 -2.472 1.230 0.05
H 0.082 -3.748 3.139 0.56
H -1.507 -2.023 4.773 0.39
H 0.141 -1.381 4.700 0.26
H -0.172 -3.032 5.244 0.30
H -3.566 2.266 0.543 0.86
H -5.430 2.585 2.088 0.52
H -6.602 0.657 3.033 0.64
H -5.935 -1.617 2.393 0.50
H -4.070 -1.934 0.913 0.52
C -1.240 6.403 -3.524 -0.79
N -0.968 6.792 -2.112 0.91
O -0.342 6.013 -1.405 -0.62
O -1.381 7.861 -1.746 -0.51
H -0.808 5.424 -3.697 0.30
H -2.313 6.384 -3.652 0.34
H -0.785 7.151 -4.160 0.32
C 3.186 0.064 -4.391 -0.40
N 3.815 -0.105 -5.728 1.03
O 4.206 -1.214 -6.027 -0.54
O 3.891 0.883 -6.424 -0.56
H 3.180 -0.880 -3.867 -0.14
H 3.777 0.797 -3.850 0.31
H 2.173 0.421 -4.554 0.31
C 3.379 -3.350 -2.410 -0.84
N 4.117 -4.506 -1.836 1.05
O 5.144 -4.279 -1.230 -0.55
O 3.639 -5.605 -2.010 -0.57
H 3.914 -2.437 -2.171 0.30
H 3.323 -3.501 -3.485 0.38
H 2.389 -3.344 -1.964 0.21
C 3.267 5.611 4.543 -0.79
N 2.315 4.576 5.032 0.93
O 1.309 4.941 5.590 -0.53
O 2.612 3.410 4.831 -0.54
H 2.868 6.587 4.790 0.32
H 4.218 5.438 5.038 0.31
H 3.360 5.485 3.468 0.30
C -1.935 -4.197 -1.888 -0.58
N -2.777 -4.964 -0.929 0.99
O -3.934 -4.621 -0.802 -0.55
O -2.242 -5.877 -0.341 -0.55
H -2.543 -3.419 -2.335 0.31
H -1.108 -3.772 -1.325 0.02
H -1.579 -4.896 -2.639 0.36
C 4.025 -7.798 0.300 -0.65
N 3.164 -8.482 1.303 0.91
O 1.998 -8.145 1.364 -0.54
O 3.688 -9.326 1.994 -0.55
H 3.424 -7.078 -0.236 0.26
H 4.831 -7.310 0.841 0.27
H 4.415 -8.556 -0.373 0.30
C -10.362 0.743 4.684 -0.75
N -9.089 1.258 4.113 0.94
O -8.059 0.703 4.436 -0.56
O -9.166 2.201 3.357 -0.55
H -10.133 -0.093 5.334 0.31
H -10.822 1.556 5.238 0.30
H -10.988 0.434 3.853 0.27
C 5.455 -0.174 -8.896 -0.71
N 6.080 -0.322 -10.240 0.88
O 6.478 -1.422 -10.560 -0.52
O 6.147 0.677 -10.925 -0.53
H 5.464 -1.137 -8.402 0.33
H 6.040 0.553 -8.342 0.28
H 4.440 0.178 -9.045 0.27
C -2.545 8.082 -7.924 -0.72
N -2.033 7.837 -6.548 0.90
O -2.786 7.325 -5.744 -0.53
O -0.889 8.171 -6.321 -0.53
H -3.571 7.737 -7.975 0.32
H -2.481 9.150 -8.109 0.29
H -1.910 7.530 -8.610 0.28
C 5.287 0.573 4.369 -0.73
N 4.731 1.644 3.498 0.86
O 3.704 1.403 2.875 -0.58
O 5.325 2.685 3.456 -0.50
H 4.646 -0.298 4.300 0.19
H 6.288 0.351 4.011 0.30
H 5.313 0.962 5.383 0.33
C -8.688 -4.136 3.303 -0.82
N -8.178 -2.739 3.352 0.92
O -8.901 -1.858 2.940 -0.49
O -7.061 -2.579 3.803 -0.54
H -9.685 -4.124 2.880 0.32
H -8.006 -4.710 2.682 0.30
H -8.698 -4.515 4.321 0.30
C 6.955 -6.258 -2.531 -0.68
N 7.843 -7.446 -2.654 0.91
O 8.884 -7.313 -3.259 -0.55
O 7.454 -8.469 -2.132 -0.55
H 7.424 -5.422 -3.038 0.33
H 6.005 -6.513 -2.991 0.27
H 6.832 -6.052 -1.474 0.27
```

The calculation puts the total energy at -5439.70375 Eh. For the HOMO-LUMO gap, the calculation gives 8.64 eV. Its charge is +1. Its energy above the lowest of the compared OMol25 structures with the same formula, charge and spin is 98.4 kJ/mol. As for the highest occupied orbital energy: -11.5 eV.